(1)
{
  "formula": "C27H70O11",
  "method": "ωB97M-V with the def2-TZVPD basis set",
  "total_charge": 0,
  "gap_ev": 10.0,
  "smiles": "CCC[C@H](C)[C@@H]1CCOC1=O.CCO.CCO.CCO.CCO.CCO.CCO.CCO.CCO.CCO",
  "total_energy_ha": -1898.07689,
  "e_lumo_ev": 0.5,
  "homo_ev": -9.493,
  "de_lowest_ev": 5.0696,
  "species": ["O", "O", "O", "O", "O", "O", "O", "O", "O", "O", "O", "C", "C", "C", "C", "C", "C", "C", "C", "C", "C", "C", "C", "C", "C", "C", "C", "C", "C", "C", "C", "C", "C", "C", "C", "C", "C", "C", "H", "H", "H", "H", "H", "H", "H", "H", "H", "H", "H", "H", "H", "H", "H", "H", "H", "H", "H", "H", "H", "H", "H", "H", "H", "H", "H", "H", "H", "H", "H", "H", "H", "H", "H", "H", "H", "H", "H", "H", "H", "H", "H", "H", "H", "H", "H", "H", "H", "H", "H", "H", "H", "H", "H", "H", "H", "H", "H", "H", "H", "H", "H", "H", "H", "H", "H", "H", "H", "H"],
  "coordinates": [[5.93931, -1.03299, -3.18937], [5.88133, 0.42717, 0.93379], [-0.67113, 3.11570, -0.51021], [-2.80766, -5.62612, 3.85679], [-5.32790, -7.92602, 3.31999], [-4.27427, -1.19286, -1.33802], [1.37366, 7.86681, 1.09874], [-1.49338, 3.45150, 2.96246], [3.99956, 4.07281, -0.71140], [-3.17641, -3.24328, -0.37466], [-5.46559, 0.04063, -4.33459], [5.63986, -2.38208, -3.51571], [6.27443, 4.53679, -1.33578], [-3.10029, -2.03185, -0.92708], [-1.79282, 2.10242, 2.63612], [-1.85444, -1.08519, -1.40032], [-7.28125, -9.06876, 2.50840], [-4.25015, -4.89514, 2.07774], [-0.31849, -1.41978, -0.94306], [5.62860, -3.22816, -2.25940], [-7.62822, 0.47950, -3.38034], [-3.92656, 0.26204, -1.42825], [2.94914, -0.22294, -0.77530], [0.08820, 5.37154, -0.17144], [2.75477, 8.14774, 0.92608], [0.65391, -0.86145, -2.18408], [-6.22882, -8.01660, 2.22622], [-0.20376, 4.27822, -1.17828], [6.71703, 1.14401, 3.07105], [0.01412, -3.00625, -0.70466], [3.58843, 7.10281, 1.63841], [-6.80156, 0.40603, -4.64744], [2.24857, -1.15420, -1.94618], [-2.99470, -5.65664, 2.44956], [-2.41823, 0.32995, -0.70969], [-1.80409, 1.25634, 3.89243], [5.51273, 1.04559, 2.15768], [5.32953, 3.58098, -0.63729], [6.45060, 1.62284, 4.01754], [-7.63298, -0.48624, -2.86446], [-5.12744, -5.33329, 2.56476], [-0.64118, -3.34966, 0.23247], [4.71504, 0.45769, 2.62205], [0.43491, 0.29785, -2.32396], [-5.66140, -8.26146, 1.32309], [-1.76292, 1.27738, -0.92299], [2.96136, 9.14845, 1.31785], [5.12063, 2.04185, 1.93246], [6.38776, -2.74575, -4.22703], [-0.96360, 4.59959, -1.89726], [7.30492, 4.17423, -1.28365], [-0.81213, 5.62396, 0.39820], [-7.21386, -0.33163, -5.34273], [6.81456, -1.02134, -2.76532], [-2.11785, -5.20248, 1.97852], [4.65614, 7.30251, 1.51112], [-0.01174, -0.80634, 0.03199], [-6.78133, 1.37854, -5.14826], [2.97238, 8.14535, -0.14614], [-2.54553, 1.63413, 4.60411], [2.79517, -0.84689, -2.96201], [3.36672, 6.10336, 1.24994], [6.22033, -0.45989, 1.14407], [7.51523, 1.72245, 2.59436], [-3.58779, -6.03919, 4.26518], [-3.65136, 0.61288, -2.52617], [-6.69503, -7.03685, 2.08568], [-4.61494, 1.00042, -0.83528], [-2.03799, 0.21390, 3.65852], [-0.83191, 1.29557, 4.39454], [-0.61813, 3.46315, 3.38650], [0.45396, 6.27351, -0.67020], [5.59814, 3.48030, 0.41851], [2.30480, -0.10312, 0.19446], [-1.48126, 3.35924, -0.03022], [-0.31900, -3.71403, -1.59365], [3.35772, 7.08686, 2.70860], [-4.40629, -4.90529, 0.99532], [-5.49391, -0.82796, -3.89784], [6.60078, -3.18892, -1.75729], [0.83953, 5.03790, 0.55183], [-1.93094, -0.80366, -2.54160], [1.18910, 7.87956, 2.05362], [2.51562, -2.29622, -1.79099], [-7.98664, -9.14781, 1.67637], [4.66033, -2.40642, -4.00245], [-4.18410, -3.85579, 2.41587], [0.70324, 4.01372, -1.72999], [-1.04493, 1.73875, 1.92480], [-8.66013, 0.76461, -3.60386], [3.76786, 4.15062, -1.65282], [-2.72137, 0.10662, 0.42314], [4.88716, -2.85037, -1.54772], [0.28283, -1.36422, -3.20069], [3.27430, 0.82990, -1.22137], [-7.20214, 1.20998, -2.68477], [5.99573, 4.65735, -2.38772], [-6.81708, -10.04691, 2.67142], [3.97318, -0.76575, -0.49233], [-3.05845, -6.70016, 2.12621], [6.22528, 5.53002, -0.87749], [5.36339, 2.58894, -1.09805], [5.39469, -4.27059, -2.49330], [-4.91308, -8.79872, 3.43109], [-7.83576, -8.82350, 3.42017], [-2.77236, 2.07808, 2.14938], [1.13377, -3.23019, -0.38837], [7.12592, 0.15033, 3.28131]],
  "forces_ev_per_a": [[0.249, 0.289, 0.048], [0.134, -0.284, -0.235], [-0.371, -0.433, 0.089], [0.038, -0.140, 0.449], [0.392, -0.105, 0.286], [1.767, -0.465, 1.341], [-0.316, 0.148, 0.272], [0.212, 0.373, 0.030], [-0.452, 0.122, -0.149], [0.098, 8.182, -3.799], [0.265, -0.251, -0.005], [0.237, -0.019, 0.263], [0.215, 0.129, 0.042], [-0.337, -3.122, 0.618], [0.354, -0.122, 0.290], [0.017, 1.301, 1.656], [-0.240, -0.051, 0.006], [-0.187, 0.064, -0.215], [1.152, -0.152, -1.035], [-0.135, -0.193, 0.115], [-0.182, 0.104, 0.128], [3.415, 1.016, 0.201], [0.977, -0.620, -0.501], [0.140, 0.079, -0.106], [0.025, -0.119, 0.367], [-0.521, -0.135, 0.107], [-0.043, -0.320, 0.025], [-0.106, 0.349, 0.287], [0.116, 0.156, 0.160], [-1.005, -0.496, 1.340], [0.169, -0.211, -0.034], [-0.040, -0.224, 0.253], [0.461, 0.899, -0.863], [-0.405, 0.009, 0.111], [-1.836, -1.897, -0.127], [-0.178, -0.185, 0.106], [0.209, -0.257, 0.139], [0.067, 0.040, -0.420], [0.083, -0.073, -0.029], [-0.075, 0.041, -0.098], [0.127, -0.078, -0.033], [1.385, 0.632, -2.089], [-0.078, 0.153, 0.135], [0.704, -2.288, 0.396], [-0.145, 0.072, -0.143], [-1.371, -1.932, 0.519], [0.195, 0.047, -0.107], [0.010, -0.249, -0.125], [-0.106, -0.190, -0.074], [0.104, 0.115, -0.133], [-0.059, 0.060, -0.071], [0.036, 0.062, -0.116], [-0.178, 0.117, -0.069], [-0.499, 0.042, -0.215], [-0.047, -0.043, 0.209], [-0.049, -0.054, 0.074], [-0.923, -1.380, -2.044], [0.184, -0.166, 0.042], [-0.217, -0.006, 0.117], [0.037, -0.064, -0.161], [-1.125, -0.710, 2.150], [0.081, 0.158, -0.079], [-0.188, 0.480, -0.127], [-0.160, -0.005, 0.050], [0.337, 0.147, -0.312], [-1.514, -0.944, 2.046], [0.213, -0.091, 0.122], [0.707, -1.989, -1.438], [0.061, 0.042, 0.089], [-0.020, -0.091, -0.121], [-0.472, 0.016, -0.276], [-0.064, -0.081, 0.177], [-0.205, 0.054, -0.157], [1.165, -0.180, -1.930], [0.476, -0.022, -0.092], [0.813, 1.686, 1.684], [0.092, 0.124, -0.028], [-0.022, 0.088, 0.149], [0.067, 0.435, -0.142], [-0.008, -0.092, -0.105], [-0.037, 0.057, -0.209], [0.144, -1.243, 2.056], [0.075, -0.012, -0.535], [-0.893, 2.381, -0.205], [0.043, -0.065, 0.082], [0.148, 0.190, 0.062], [0.091, -0.120, -0.151], [-0.163, -0.177, 0.113], [-0.104, -0.163, -0.089], [0.047, -0.048, 0.080], [0.106, -0.057, 0.526], [1.389, 0.735, -2.138], [0.025, -0.044, -0.163], [0.866, 0.861, 2.210], [-0.970, -2.201, 1.094], [-0.060, -0.033, -0.157], [0.083, -0.112, 0.040], [-0.033, 0.040, -0.132], [-2.259, 1.326, -0.452], [-0.007, 0.025, -0.196], [0.028, -0.150, 0.021], [0.206, -0.060, 0.152], [0.054, 0.045, 0.089], [-0.203, 0.493, -0.031], [0.057, 0.049, -0.164], [0.098, 0.192, 0.050], [-2.335, 0.735, -0.915], [-0.103, 0.055, 0.079]],
  "mulliken_charge": [-0.468, -0.372, -0.442, -0.569, -0.472, -0.365, -0.465, -0.546, -0.379, -0.525, -0.478, -0.280, -1.242, 0.078, 0.193, 0.070, -1.165, -0.790, 0.653, -0.927, -0.946, -0.187, -0.394, -0.846, -0.308, -0.650, -0.133, -0.506, -1.148, -0.986, -0.882, -0.262, -0.339, -0.062, -0.245, -1.221, -0.134, 0.191, 0.363, 0.297, 0.249, 0.112, 0.278, 0.127, 0.252, 0.050, 0.283, 0.179, 0.317, 0.319, 0.369, 0.388, 0.267, 0.281, 0.194, 0.322, -0.031, 0.280, 0.274, 0.299, 0.220, 0.139, 0.254, 0.264, 0.316, 0.252, 0.293, 0.273, 0.324, 0.358, 0.318, 0.355, 0.018, 0.229, 0.198, 0.223, 0.368, 0.204, 0.260, 0.402, 0.167, 0.388, 0.274, 0.168, 0.341, 0.264, 0.281, 0.215, 0.120, 0.363, 0.250, 0.112, 0.123, 0.366, 0.088, 0.207, 0.357, 0.337, 0.028, 0.164, 0.262, 0.156, 0.322, 0.277, 0.293, 0.207, 0.334, 0.346]
}

---

(2)
{
  "formula": "C27H71NO9",
  "method": "ωB97M-V with the def2-TZVPD basis set",
  "total_charge": 1,
  "gap_ev": [9.0, 4.1],
  "multiplicity": 2,
  "total_energy_ha": -1802.80211,
  "e_lumo_ev": [-2.3, -7.2],
  "homo_ev": [-11.265, -11.265],
  "species": ["O", "O", "O", "O", "O", "O", "O", "O", "O", "N", "C", "C", "C", "C", "C", "C", "C", "C", "C", "C", "C", "C", "C", "C", "C", "C", "C", "C", "C", "C", "C", "C", "C", "C", "C", "C", "C", "H", "H", "H", "H", "H", "H", "H", "H", "H", "H", "H", "H", "H", "H", "H", "H", "H", "H", "H", "H", "H", "H", "H", "H", "H", "H", "H", "H", "H", "H", "H", "H", "H", "H", "H", "H", "H", "H", "H", "H", "H", "H", "H", "H", "H", "H", "H", "H", "H", "H", "H", "H", "H", "H", "H", "H", "H", "H", "H", "H", "H", "H", "H", "H", "H", "H", "H", "H", "H", "H", "H"],
  "coordinates": [[-2.22843, 1.58662, 3.16764], [-2.04514, 1.55992, -1.45618], [-2.53666, -2.93812, 0.02254], [1.31626, -5.15218, -0.54416], [3.90745, -2.71444, -3.25858], [2.69368, 5.43129, -0.33042], [3.80099, 0.71827, 5.72592], [-1.26276, -0.66320, 1.70469], [0.69836, -5.40259, 2.50015], [-2.65565, 1.60151, -2.67955], [-3.59946, 2.74912, -2.84574], [-0.83126, 0.96852, 5.01460], [-2.24252, 1.23033, 4.56910], [-0.44498, 1.99208, -3.89825], [-2.56494, 1.18501, -5.11884], [-3.93651, -4.32864, -1.20066], [0.01756, -0.74496, 1.14917], [-3.24225, 2.53702, -5.36464], [-1.72904, 1.20173, -3.79590], [3.48416, -1.46850, -2.67293], [-4.77445, 2.50043, -1.85734], [2.51823, -1.45703, 5.64868], [4.98299, -1.38244, 6.31510], [-1.58558, -3.69814, -1.82899], [2.32710, 3.07207, -0.72330], [0.76490, 0.56922, 1.54262], [3.86148, -0.71068, 5.47239], [-3.12852, 0.02144, 4.64929], [3.33951, 4.21419, -0.52336], [-1.46322, -0.26159, -3.55377], [-4.32215, 2.71425, -4.25503], [4.30975, -1.14137, -1.44085], [0.76980, -2.00995, 1.60722], [4.29953, 3.82952, 0.60830], [2.01902, -1.53260, -2.41175], [-3.02677, 4.12657, -2.62877], [-2.51161, -4.05409, -0.70643], [-2.74639, 4.19810, -1.57789], [-4.15324, 0.27992, 4.38240], [-0.75364, -0.63669, -4.29126], [3.88594, -0.31818, -0.86566], [-4.08620, -5.27350, -1.72309], [1.90566, 2.82494, 0.25109], [-0.11178, 1.94909, -2.86132], [1.56050, 3.38193, -1.43352], [0.10967, -0.78255, 0.06372], [1.62520, -0.61671, -1.97112], [-1.91260, 0.83272, -5.91786], [5.90836, -0.82867, 6.15661], [4.72677, -1.40295, 7.37436], [-2.91112, -2.24040, -0.52020], [-0.77067, -3.05125, -1.50410], [3.61749, -0.67551, -3.40879], [-2.58840, 3.40913, -5.36553], [-4.41345, 2.24996, -0.85982], [0.82125, -5.69892, 3.40199], [5.30340, -0.81835, -1.75136], [-5.06450, 1.93330, -4.41977], [2.81950, 2.16280, -1.06808], [-5.45508, 1.71140, -2.17713], [-0.87964, -0.40486, -2.64437], [1.50526, -1.57739, -3.37203], [-1.08121, -4.57068, -2.24418], [1.84013, -2.40799, -1.78742], [-1.43203, 2.29809, -1.48434], [1.77808, -0.87657, 5.09792], [3.97668, 4.35594, -1.39630], [3.14171, 5.95032, 0.34150], [-0.68228, 1.03028, 6.09261], [-5.40186, 3.38067, -1.71727], [0.36665, 1.67779, -4.55443], [-3.21563, -0.31791, 5.68145], [-1.92770, 0.95691, 2.50838], [-4.58811, -4.42965, -0.33272], [0.28491, 1.46331, 1.14473], [0.62273, -4.87687, 0.05538], [4.14508, -0.83625, 4.42745], [5.28174, 4.29391, 0.52056], [-0.11480, 1.74691, 4.75214], [1.53958, -5.57079, 2.07553], [1.96771, -5.57081, 0.01851], [1.78500, -2.16605, 1.24240], [-4.84218, 3.61555, -4.57956], [5.15730, -2.38303, 5.91944], [-4.21960, -3.49618, -1.84483], [-2.82155, -0.75377, 3.94721], [-3.40079, 0.48797, -5.05897], [0.98037, 0.56855, 2.61111], [-0.44807, 0.02894, 4.61653], [-3.73766, 4.90287, -2.91179], [4.44876, -2.02980, -0.82484], [-0.66178, 3.02912, -4.15448], [2.19641, -1.53203, 6.68738], [-1.76053, -1.39659, 1.33594], [2.57084, -2.44531, 5.19191], [-2.03943, -4.82229, -0.09404], [1.73699, 0.49365, 1.05534], [0.81005, -2.03223, 2.69625], [-2.57615, 2.01872, 5.24381], [-3.71160, 2.47485, -6.34644], [-2.05172, -3.11040, -2.61980], [-2.38598, -0.83710, -3.48034], [4.47107, 2.75313, 0.60061], [0.26910, -2.94851, 1.36953], [-2.11334, 4.41336, -3.14982], [4.27228, 1.19622, 5.03959], [4.70409, -2.61363, -3.78470], [3.94562, 4.13100, 1.59418]],
  "forces_ev_per_a": [[-0.721, 2.510, 0.457], [-1.363, -0.721, -0.637], [-0.648, 3.619, 3.607], [0.042, 0.152, -0.303], [-0.640, 0.137, 0.318], [-0.951, 0.661, 0.353], [-0.651, -0.886, 0.365], [-0.360, -0.126, -0.579], [-0.175, 0.156, -0.247], [2.254, 2.841, -0.682], [-4.358, -0.914, -1.203], [1.197, -0.003, 0.536], [1.015, -1.083, -1.471], [-0.472, 1.347, 1.602], [0.025, 1.412, 0.569], [0.250, -1.117, 0.617], [2.435, 0.627, 0.335], [-0.457, -0.598, 0.062], [-2.035, -2.561, -2.446], [0.966, 0.344, -0.466], [0.186, -0.022, 0.950], [0.300, 1.292, -0.275], [-0.459, 0.700, -0.803], [1.441, -0.783, -1.348], [0.350, 0.614, 0.226], [0.421, -1.655, -0.464], [0.762, -0.546, 0.277], [-0.941, -0.010, 0.802], [1.155, -1.093, 0.043], [1.324, -0.686, 1.100], [1.936, -0.359, -1.776], [0.433, -0.006, -0.223], [-0.288, -0.215, 0.879], [0.275, 0.165, 0.144], [-0.514, -0.299, -0.244], [1.654, 0.451, 0.932], [0.159, -1.571, -2.413], [-0.306, 0.434, 0.206], [-0.019, 0.224, -0.197], [-0.541, -0.093, -0.453], [-0.149, -0.078, 0.104], [0.358, 0.094, -0.358], [-0.319, 0.156, -0.073], [0.977, 0.358, -0.111], [-0.138, -0.084, 0.020], [-1.030, 0.099, -0.515], [0.296, 0.033, 0.492], [0.080, 0.218, 0.024], [0.038, 0.053, 0.231], [0.064, -0.056, -0.053], [-0.140, 0.216, 0.023], [0.091, -0.115, 0.515], [0.300, 0.204, -0.165], [0.270, -0.140, -0.090], [0.087, -0.020, 0.044], [-0.058, -0.080, 0.290], [0.124, -0.032, 0.026], [0.149, -0.308, 0.688], [0.103, 0.088, -0.228], [0.315, -0.115, -0.175], [-0.232, -0.021, 0.395], [-0.144, -0.614, -0.017], [-0.187, -0.029, -0.447], [-0.526, 0.012, -0.009], [0.710, 0.617, 0.451], [-0.267, -0.104, 0.058], [-0.108, -0.418, -0.475], [0.055, -0.013, 0.017], [-0.504, -0.713, 0.304], [0.269, 0.217, -0.333], [-0.553, -0.731, -0.027], [0.282, -0.485, 0.000], [0.237, -0.955, 0.814], [-0.134, 0.440, 0.006], [-0.244, -0.048, 0.455], [-0.284, 0.052, 0.247], [0.007, -0.024, -0.210], [0.000, 0.135, -0.260], [-0.282, 0.255, -0.775], [0.235, -0.072, 0.064], [0.220, -0.169, -0.079], [0.063, 0.601, -0.246], [0.009, 0.412, 1.140], [-0.125, -0.166, 0.248], [-0.261, -0.019, 0.025], [0.296, -0.116, 0.327], [0.229, -0.372, 0.216], [-0.408, 0.445, 0.051], [0.012, -0.133, 0.139], [-0.289, -0.376, 0.313], [-0.237, 0.045, 0.130], [0.088, 0.053, 0.044], [0.117, -0.010, 0.007], [-0.424, -0.446, 0.109], [0.145, -0.022, 0.140], [-0.437, -0.312, 0.030], [0.196, 0.129, -0.080], [0.130, 0.166, 0.187], [-0.627, 0.525, -0.886], [-0.126, 0.285, 0.017], [-0.430, -0.264, -0.195], [0.203, -0.099, -0.249], [-0.033, -0.017, 0.109], [-0.477, 0.182, -0.296], [0.042, -0.515, -0.429], [0.050, -0.227, -0.018], [0.059, 0.269, 0.100], [-0.410, -0.185, 0.050]],
  "mulliken_spin": [0.000, 0.036, 0.000, 0.000, 0.000, 0.000, 0.000, 0.000, 0.000, 0.705, 0.008, 0.000, 0.000, 0.073, 0.014, 0.000, 0.001, -0.011, 0.019, 0.000, 0.029, 0.000, 0.000, 0.000, 0.000, 0.000, 0.000, 0.000, 0.000, 0.048, 0.009, 0.000, 0.000, 0.000, 0.000, 0.073, 0.000, 0.000, 0.000, -0.001, 0.000, 0.000, 0.000, -0.007, 0.000, 0.000, 0.000, -0.002, 0.000, 0.000, 0.000, 0.000, 0.000, 0.001, -0.002, 0.000, 0.000, -0.002, 0.000, -0.003, -0.010, 0.000, 0.000, 0.000, 0.033, 0.000, 0.000, 0.000, 0.000, -0.001, 0.001, 0.000, 0.000, 0.000, 0.000, 0.000, 0.000, 0.000, 0.000, 0.000, 0.000, 0.000, -0.001, 0.000, 0.000, 0.000, -0.006, 0.000, 0.000, 0.004, 0.000, 0.000, 0.000, 0.000, 0.000, 0.000, 0.000, 0.000, 0.000, 0.000, 0.000, -0.006, 0.000, 0.000, -0.001, 0.000, 0.000, 0.000]
}